1.
Here is a 12-piece molecular cluster, C38H107N7O12 overall at a distorted geometry from the OMol25 dataset. Energies are from ωB97M-V/def2-TZVPD.

energy relative to the best compared isomer or geometry (same formula, charge and spin) = 364.67 kJ/mol
HOMO energy = -8.74 eV
SMILES = COC[C@H](C)N.COC[C@H](C)N.COC[C@H](C)N.COC[C@H](C)N.COC[C@H](C)N.COC[C@H](C)N.COC[C@H](C)N.CCO.CCO.CCO.CCO.CCO
net charge = 0
2S+1 = 1
E_tot = -76134.3515 eV

Each line ends with the Löwdin charge.
Atoms and positions in Å:
1 H -0.92 -1.25 3.62  0.06
2 C -2.19 -0.38 -1.91  -0.09
3 C 0.86 4.87 5.27  -0.07
4 H 2.55 4.04 1.46  0.05
5 H -5.50 -1.22 -1.23  0.13
6 C -5.31 0.79 -0.39  -0.43
7 C 6.19 1.51 1.78  -0.40
8 H 0.23 5.29 6.05  0.07
9 H -4.53 4.47 3.15  0.13
10 H 4.16 7.16 2.11  0.07
11 H 3.54 -5.30 -0.42  0.13
12 H -3.18 -2.02 2.57  0.11
13 N -6.77 3.00 2.91  0.06
14 H 2.11 1.65 1.39  0.07
15 H 7.92 -2.23 1.80  0.09
16 H 2.12 -5.19 0.57  0.13
17 O 1.22 2.88 3.84  -0.14
18 H -2.23 -1.61 -6.16  0.09
19 N 0.08 2.80 0.16  0.08
20 H -5.78 2.74 0.27  0.03
21 H 1.17 1.43 -1.03  0.11
22 H -1.97 -1.63 1.36  0.09
23 C -5.99 -0.24 -1.26  -0.23
24 H 5.12 -0.18 2.52  0.13
25 C -2.02 -6.50 -6.78  -0.05
26 H 4.27 2.35 1.17  0.06
27 H 1.25 -1.32 3.97  0.06
28 O 3.20 0.11 5.28  -0.08
29 H 0.78 3.16 3.03  0.07
30 H -4.10 -0.27 0.97  0.05
31 H 1.85 4.79 5.74  0.07
32 H 8.20 -0.60 2.48  0.09
33 C 3.54 -3.58 1.01  -0.40
34 H 1.81 -2.31 -1.27  -0.03
35 H -2.62 -0.04 -2.85  0.10
36 C 3.20 -4.99 0.57  -0.18
37 H -4.94 1.01 1.81  0.07
38 H 1.35 -0.19 -2.24  0.08
39 H -2.41 -6.14 -5.83  0.06
40 H 1.48 6.70 -0.60  0.13
41 H -0.53 -5.49 -8.95  0.07
42 H 5.40 3.51 1.70  0.08
43 H 5.46 -4.26 1.25  0.07
44 H -0.30 -0.54 -0.26  0.12
45 H -1.57 -2.73 4.19  0.08
46 H 3.37 -2.18 -0.63  0.08
47 H 1.63 -0.05 1.01  0.04
48 H -7.03 4.52 1.38  0.14
49 H -2.86 3.03 2.11  0.09
50 C -6.79 -0.69 -3.45  -0.11
51 C 3.11 6.03 0.79  -0.45
52 H 3.03 1.11 3.44  0.08
53 H -2.54 -5.90 -1.27  0.08
54 N 6.98 1.89 0.59  0.03
55 H -2.58 -2.20 -4.60  0.08
56 H -6.92 6.37 3.01  0.07
57 H 3.32 -3.55 2.09  0.14
58 C 3.06 4.02 -1.51  -0.10
59 H 4.02 7.81 0.66  0.07
60 O -4.55 3.72 1.23  -0.26
61 C 2.82 -2.45 0.28  -0.03
62 H -6.04 -1.21 -4.05  0.08
63 C -5.05 0.27 1.01  -0.05
64 C 2.41 0.55 4.15  -0.29
65 H -6.59 2.38 2.13  0.03
66 H 4.84 0.11 0.83  0.12
67 C -1.62 -4.04 -7.17  -0.20
68 O 1.17 -2.21 -1.98  -0.12
69 C 4.01 -7.17 1.24  -0.12
70 C -2.13 -4.89 -1.29  -0.08
71 H -1.21 -3.61 -2.84  0.08
72 C 0.52 1.43 -0.14  -0.40
73 H 0.76 -1.17 -3.64  0.10
74 C -5.09 4.66 2.23  -0.15
75 C 1.92 -0.66 3.42  -0.10
76 H -2.76 3.13 0.39  0.07
77 O 6.58 -0.85 1.15  -0.21
78 H 1.80 -2.73 0.00  0.08
79 H 3.60 -1.39 -2.52  0.06
80 H -1.61 -3.24 -7.92  0.12
81 H 3.10 6.49 -1.27  0.12
82 H 3.09 5.15 2.74  0.08
83 H -2.60 4.62 1.22  0.09
84 H -1.35 -4.76 -0.54  0.06
85 O -6.18 0.23 -2.58  -0.18
86 C 7.44 -1.32 2.16  -0.10
87 C 2.91 -1.23 -3.35  -0.07
88 H 2.60 0.10 6.03  0.07
89 H -7.39 -1.47 -2.97  0.09
90 C -2.19 -5.35 -7.75  -0.43
91 H -6.98 -0.40 -0.81  0.13
92 H -2.80 -4.10 -0.96  0.06
93 N 3.48 7.33 1.38  0.04
94 C 2.37 6.07 -0.56  -0.18
95 H 3.02 -2.13 -3.96  0.08
96 C -7.12 5.38 3.39  -0.06
97 H 0.79 3.45 -0.21  0.04
98 H 2.69 3.00 -1.61  0.08
99 H 0.97 5.57 4.44  0.06
100 H -1.37 0.57 0.45  0.13
101 H -5.80 -0.47 1.31  0.09
102 H -2.95 -0.65 -1.17  0.07
103 H 3.45 4.29 -2.50  0.10
104 C -2.00 -2.44 -5.49  -0.09
105 H 2.73 -1.35 3.17  0.07
106 O 3.73 -5.84 1.61  -0.21
107 H 4.85 -7.23 0.54  0.09
108 H -2.47 -7.44 -7.08  0.08
109 H -0.96 -5.36 -3.01  0.11
110 H -6.29 2.37 -1.20  0.08
111 H -0.66 3.01 -0.52  0.08
112 O -2.27 -3.58 1.51  -0.07
113 O -1.41 0.73 -1.53  -0.17
114 H -1.57 -1.27 -2.11  0.08
115 H 2.74 -1.51 0.82  0.05
116 H -1.79 -4.99 -9.73  0.07
117 H 0.75 2.78 5.83  0.11
118 C -3.14 3.67 1.26  -0.12
119 H -0.25 -2.76 3.08  0.07
120 H -6.64 5.15 4.33  0.08
121 H -2.50 -4.26 2.15  0.10
122 H 4.33 -7.68 2.15  0.09
123 N -6.19 1.96 -0.27  0.05
124 C 2.54 5.07 1.80  -0.06
125 C -0.64 0.50 -0.37  -0.22
126 H 3.15 -7.69 0.82  0.09
127 C 1.47 -1.11 -2.82  -0.28
128 C 1.30 0.99 1.10  -0.06
129 H -8.20 5.24 3.47  0.07
130 H 6.39 2.11 -0.22  0.07
131 H -4.92 5.63 1.76  0.13
132 O 1.99 4.82 -1.07  -0.21
133 H -0.94 -2.53 -5.27  0.09
134 H 5.32 -2.59 1.31  0.04
135 H 6.93 1.60 2.58  0.13
136 H -0.54 3.33 4.71  0.11
137 H 4.67 2.49 2.95  0.08
138 H -4.39 1.08 -0.91  0.12
139 H -7.76 2.89 3.12  0.07
140 C 0.53 3.40 4.96  -0.29
141 C 5.63 0.08 1.58  -0.22
142 H -7.40 -0.11 -4.15  0.09
143 N 4.98 -3.45 0.89  0.07
144 O -2.85 -4.73 -3.51  -0.10
145 C 5.05 2.50 1.93  -0.07
146 C -6.57 4.35 2.36  -0.44
147 C -1.69 -4.59 -2.72  -0.32
148 H 1.56 5.45 2.13  0.08
149 H -0.95 -6.70 -6.69  0.08
150 H 4.10 5.63 0.49  0.12
151 H -2.71 -4.61 -4.47  0.03
152 N -1.53 -5.68 -9.02  0.02
153 H -3.24 -5.16 -8.00  0.14
154 C -2.22 -2.33 2.16  -0.32
155 H 0.57 0.95 1.91  0.09
156 H 6.90 -1.65 3.06  0.09
157 H 3.26 -0.34 -3.88  0.07
158 H -0.58 -4.11 -6.83  0.13
159 O -2.49 -3.64 -6.11  -0.22
160 H 3.94 4.05 -0.86  0.08
161 H 1.70 1.28 4.56  0.08
162 C -1.19 -2.25 3.27  -0.09
163 H 1.51 -0.39 2.44  0.01
164 H 7.37 1.04 0.17  0.06

=====

2.
Here is C32H39Ge2N5S5Ta as an isolated structure at a distorted geometry from the OMol25 dataset. Energies are from ωB97M-V/def2-TZVPD.

energy relative to the best compared isomer or geometry (same formula, charge and spin) = 130.95 kJ/mol
HOMO energy = -14.65 eV
net charge = +3
2S+1 = 1
E_tot = -209996.8011 eV

Each line ends with the Löwdin charge.
Atoms and positions in Å:
1 C 0.78 -4.60 0.58  -0.04
2 Ge 1.21 -0.94 -0.18  0.84
3 S 0.61 2.80 -1.23  0.58
4 C -4.54 3.24 -1.34  -0.25
5 C -6.74 2.48 -0.79  -0.06
6 C 4.46 1.05 -3.31  0.02
7 H -4.18 -1.76 -3.55  0.08
8 C 1.50 -5.65 1.07  -0.06
9 H -4.71 -0.60 2.48  0.10
10 H 0.32 -2.23 -2.03  0.05
11 H -3.05 0.04 -2.24  0.05
12 H 0.31 -4.72 -0.40  0.13
13 C 4.92 2.05 -0.78  -0.20
14 H 2.42 0.89 -2.62  0.09
15 H 3.05 -0.96 2.55  0.05
16 H -2.61 -2.52 -2.93  0.09
17 H 4.02 -0.81 -0.42  0.07
18 N 3.80 2.48 2.58  -0.04
19 C -2.99 4.65 -0.07  -1.06
20 C 1.13 -1.49 -2.08  -0.36
21 C 2.64 2.19 3.16  -1.00
22 N -3.23 3.56 -0.85  -0.14
23 C -5.49 2.98 -0.38  -0.06
24 H -4.22 -2.84 -2.11  0.10
25 H 1.16 1.99 6.63  0.05
26 C 0.75 -3.40 1.24  -0.28
27 H 0.74 3.23 5.49  0.05
28 C -3.49 -0.82 -1.77  -0.34
29 C 5.74 1.39 -2.87  0.05
30 C 6.00 1.84 -1.60  0.06
31 S 2.70 2.06 4.86  0.98
32 S -4.03 5.58 0.77  0.75
33 C -1.23 -2.40 0.21  -0.23
34 H 2.63 -3.15 -2.07  0.09
35 C 0.01 -2.29 0.73  -0.36
36 H -3.23 -1.45 2.91  0.07
37 H -7.97 1.87 -2.45  0.13
38 C -3.63 -2.06 -2.67  -0.14
39 C 1.42 -3.24 2.55  -0.03
40 H 2.38 -2.46 -3.64  0.09
41 H 3.14 -2.16 -0.04  0.07
42 C 4.92 2.41 0.63  0.00
43 H 2.63 -4.22 3.98  0.14
44 H 4.31 0.76 -4.30  0.13
45 H 6.57 1.17 -3.53  0.15
46 N -2.12 2.85 -1.28  0.06
47 H -7.51 2.19 -0.07  0.12
48 C -1.09 3.35 -0.74  -1.04
49 C 3.44 1.20 -2.43  -0.12
50 H -4.48 -0.37 -1.47  0.10
51 H 3.26 -1.51 -2.41  0.04
52 H 0.27 1.45 5.13  0.06
53 H -2.31 0.54 1.92  0.05
54 C 1.02 2.18 5.57  -0.34
55 H 1.35 -2.32 3.12  0.11
56 H 0.79 -0.70 -2.75  0.06
57 S -1.23 4.74 0.16  1.02
58 N 3.79 2.30 1.23  -0.15
59 H -4.06 3.36 -3.45  0.13
60 Ge -2.48 -1.04 -0.13  1.15
61 C -7.00 2.31 -2.14  -0.05
62 H -3.78 0.69 0.90  0.08
63 H -1.75 -3.41 0.46  0.13
64 C 3.76 -1.15 1.74  -0.14
65 Ta 2.01 1.52 0.07  0.97
66 C 2.13 -5.52 2.26  -0.05
67 C -6.02 2.67 -3.12  -0.05
68 C 2.16 -4.30 2.95  -0.08
69 H 4.12 -2.18 1.83  0.09
70 H -5.35 3.18 0.69  0.10
71 H 4.57 -0.47 1.78  0.05
72 C 2.40 -2.19 -2.58  -0.15
73 C -3.01 0.00 1.33  -0.31
74 C -3.81 -1.11 2.09  -0.12
75 H -4.14 -2.00 1.43  0.10
76 N 3.65 1.74 -1.21  -0.10
77 S 1.19 1.80 2.23  0.61
78 C -4.79 3.09 -2.69  -0.04
79 H 1.55 -6.66 0.66  0.13
80 H 6.97 2.01 -1.23  0.13
81 C 3.23 -1.10 0.29  -0.35
82 H -6.21 2.60 -4.17  0.11
83 H 5.87 2.65 1.11  0.17
84 H 2.72 -6.35 2.70  0.13

=====

3.
Here is a 9-piece molecular cluster, C31H76N8O13 overall at a distorted geometry from the OMol25 dataset. Energies are from ωB97M-V/def2-TZVPD.

HOMO energy = -8.80 eV
net charge = 0
2S+1 = 1
E_tot = -71911.0620 eV

Each line ends with the Löwdin charge.
Atoms and positions in Å:
1 C -11.20 -2.99 0.82  -0.08
2 H -3.66 3.23 1.62  0.09
3 H 0.52 1.74 -3.90  0.08
4 H -0.29 2.27 -5.37  0.08
5 H -0.67 2.48 5.87  0.09
6 H -6.42 -2.81 -0.31  0.08
7 H -6.92 -5.21 -3.44  0.09
8 H 3.59 -2.17 1.59  0.09
9 H -2.30 2.02 1.20  0.06
10 H -3.25 -0.50 -1.98  0.07
11 H -2.52 0.83 -1.05  0.08
12 H -6.67 -0.69 0.04  0.08
13 C -0.38 2.20 -4.29  -0.01
14 H -11.04 -3.18 -0.24  0.08
15 H -2.24 -2.74 -2.55  0.12
16 C 0.42 1.09 0.43  0.01
17 H -9.48 -0.79 0.33  0.12
18 C -5.70 -0.23 1.83  -0.20
19 H -0.18 5.45 1.88  0.09
20 H -0.19 6.87 2.65  0.10
21 H 1.09 0.14 4.08  0.10
22 H 7.17 -6.06 -2.30  0.06
23 N 2.78 5.55 1.13  0.09
24 C -2.33 -0.15 -1.50  -0.12
25 O 4.13 1.74 2.97  -0.01
26 H -0.08 3.08 -1.95  0.06
27 H -7.36 -2.39 1.72  0.10
28 H -5.64 -4.29 -0.12  0.14
29 N 4.86 1.41 0.94  0.19
30 H 5.31 2.45 -2.45  0.13
31 C 4.82 -4.35 -1.24  -0.19
32 H 6.71 -2.23 -2.29  0.12
33 C -1.35 -2.26 -0.68  -0.20
34 H -8.80 -2.32 -0.25  0.11
35 H -4.63 -2.25 -2.22  0.13
36 H 2.22 4.86 0.66  0.09
37 O 0.78 3.44 0.31  -0.05
38 C -4.77 0.86 1.34  -0.20
39 C 8.41 -3.58 -1.84  -0.19
40 H 3.56 2.27 -2.20  0.08
41 H -11.96 -2.21 0.93  0.08
42 C 1.25 2.34 0.00  -0.72
43 H -0.11 0.70 5.70  0.07
44 O 2.40 2.17 -0.47  -0.08
45 N 4.39 2.83 -2.33  0.17
46 H 3.54 3.86 1.98  0.09
47 H 0.43 6.81 1.01  0.09
48 H -0.43 -2.14 -1.25  0.11
49 H 0.80 0.14 0.07  0.05
50 H -0.95 -2.70 0.23  0.12
51 O 4.06 -2.38 -0.16  -0.24
52 O -1.93 -0.97 -0.44  -0.21
53 N -6.91 -0.44 0.99  -0.08
54 H 8.81 -3.41 -0.84  0.12
55 O -3.86 1.33 2.39  -0.20
56 H -5.12 -1.15 1.87  0.12
57 C -4.60 -2.73 -1.24  -0.19
58 H 4.02 -4.16 0.83  0.11
59 N 1.51 1.05 3.93  0.15
60 C -3.02 2.40 1.92  -0.09
61 H 2.96 6.36 0.54  0.17
62 H -5.57 -5.85 -2.46  0.07
63 H 4.26 4.50 0.43  0.09
64 C 4.02 4.70 1.48  0.06
65 H -7.14 -5.94 -1.81  0.08
66 H 7.73 -5.88 -0.68  0.08
67 C -9.10 -1.77 0.64  -0.22
68 H -1.16 1.36 4.48  0.07
69 N -3.42 -3.61 -1.06  -0.05
70 H -5.27 1.69 0.84  0.12
71 C 0.81 2.11 4.45  -0.63
72 H 6.58 1.68 3.78  0.07
73 H -11.63 -3.84 1.34  0.08
74 C 2.86 4.67 -2.84  0.01
75 H -3.63 -4.59 -1.20  0.10
76 C 8.08 -5.95 -1.71  -0.13
77 C 6.97 -3.28 -2.19  -0.20
78 H 0.51 1.04 1.51  0.06
79 C 1.89 5.99 2.33  -0.32
80 H 7.28 0.76 2.41  0.07
81 N -0.38 3.86 -2.52  0.16
82 H -1.55 0.00 -2.24  0.08
83 O -9.97 -2.53 1.44  -0.20
84 H 6.74 -3.71 -3.17  0.12
85 O 2.31 6.16 3.48  0.14
86 C -2.16 -3.18 -1.56  -0.24
87 C 4.26 4.02 -2.79  -0.66
88 H 9.16 -2.97 -2.36  0.11
89 H -6.15 0.16 2.75  0.12
90 H 3.96 1.71 0.60  0.06
91 H 3.20 -0.61 0.81  0.06
92 C 3.13 -1.69 0.72  -0.07
93 C 5.06 1.44 2.24  -0.57
94 C 0.47 6.32 1.98  0.01
95 O 8.87 -4.90 -2.33  -0.19
96 H -4.45 -1.92 -0.54  0.10
97 O 1.15 3.24 4.45  0.07
98 C -0.59 3.65 -3.87  -0.58
99 C -0.42 1.63 5.23  0.00
100 N 6.16 -3.75 -1.06  -0.07
101 H 6.21 0.10 3.60  0.07
102 H -0.60 4.74 -2.06  0.11
103 H -1.29 1.59 -4.24  0.07
104 H 5.54 1.18 0.23  0.12
105 O -6.60 -3.95 -1.91  -0.19
106 H -2.41 2.73 2.76  0.08
107 H -1.66 -4.13 -1.73  0.13
108 C -6.51 -5.30 -2.43  -0.07
109 H -8.25 -0.88 2.45  0.12
110 C -5.77 -3.50 -0.85  -0.24
111 O -0.91 4.51 -4.67  0.03
112 C 3.79 -3.84 -0.18  -0.14
113 H 2.37 1.19 3.42  0.05
114 H 2.59 4.99 -3.85  0.09
115 H 2.83 5.51 -2.15  0.07
116 H 5.81 -2.87 -0.70  0.07
117 H 2.76 -4.10 -0.40  0.12
118 H -0.65 1.11 0.22  0.03
119 O 5.23 4.64 -3.17  0.02
120 H 4.68 5.35 2.04  0.11
121 H 2.05 -1.77 0.71  0.07
122 H -4.17 0.43 0.54  0.09
123 H 8.57 -6.91 -1.87  0.08
124 C -7.88 -1.43 1.59  -0.16
125 C 6.37 0.98 2.98  0.01
126 H 4.97 -5.42 -1.40  0.10
127 H 4.44 -4.15 -2.25  0.10
128 H 2.03 4.02 -2.55  0.03